{"formula": "CH6P2S", "method": "ωB97M-V/def2-TZVPD", "species": ["C", "P", "P", "S", "H", "H", "H", "H", "H", "H"], "coordinates": [[1.533, -0.887, 0.040], [0.338, 0.181, -0.897], [-1.247, 0.840, 0.403], [-2.737, -0.486, -0.182], [1.744, -1.722, -0.700], [1.418, -1.262, 1.112], [2.535, -0.306, 0.200], [0.853, 1.441, -0.495], [-1.392, 2.720, -1.308], [-3.747, 0.239, 0.391]], "atomic_forces_ev_per_a": [[2.409, -0.333, 0.873], [0.502, 0.409, 0.001], [-0.623, 0.979, -0.252], [-0.673, 0.323, 0.141], [-0.105, 0.706, 1.317], [-0.706, 0.269, -1.587], [-1.703, -0.831, -0.819], [0.385, -0.085, -0.346], [0.040, -0.942, 0.839], [0.472, -0.496, -0.168]], "spin_multiplicity": 1, "de_lowest_kj_mol": 291.0, "total_energy_ha": -1122.44860, "e_lumo_ha": [-0.0393, -0.0236], "total_charge": 0}


{"formula": "CH6P4", "method": "ωB97M-V/def2-TZVPD", "species": ["C", "P", "P", "P", "P", "H", "H", "H", "H", "H", "H"], "coordinates": [[2.176, 0.738, -0.234], [-0.265, -1.100, -0.407], [-2.325, -1.019, 0.482], [0.470, 0.631, 0.424], [-2.951, 0.899, -0.189], [2.515, -0.319, -0.282], [2.734, 1.317, 0.467], [2.341, 1.201, -1.246], [0.289, -1.916, 0.544], [-3.043, -1.759, -0.476], [-1.941, 1.327, 0.917]], "atomic_forces_ev_per_a": [[-0.013, -1.180, -1.354], [-1.236, -1.136, -1.706], [-0.140, -0.413, 0.061], [0.114, 2.645, 0.840], [1.590, 0.796, 1.857], [0.445, 0.696, -0.004], [0.561, 0.216, 0.549], [-0.571, -0.476, 0.855], [0.543, -0.917, 0.721], [0.265, -0.303, -0.242], [-1.559, 0.072, -1.577]], "spin_multiplicity": 1, "de_lowest_kj_mol": 218.0, "total_energy_ha": -1406.99121, "e_lumo_ha": [-0.0527, -0.0380], "total_charge": 0}


{"formula": "CH6S2", "method": "ωB97M-V/def2-TZVPD", "species": ["S", "H", "H", "C", "S", "H", "H", "H", "H"], "coordinates": [[1.187, -0.631, -2.118], [0.246, -1.338, -1.435], [1.785, -1.837, -2.354], [-0.444, 1.578, 1.519], [-1.076, -0.117, 1.350], [-0.735, 1.983, 2.488], [-0.893, 2.247, 0.790], [0.637, 1.627, 1.428], [-0.852, -0.554, 2.616]], "atomic_forces_ev_per_a": [[-0.150, -1.321, 0.236], [0.173, 0.595, -0.130], [-0.012, 0.745, -0.086], [0.052, 0.232, 0.604], [-0.063, -0.046, 0.159], [0.058, -0.099, 0.011], [-0.095, -0.324, -0.278], [0.019, -0.089, -0.067], [0.017, 0.308, -0.450]], "spin_multiplicity": 1, "de_lowest_kj_mol": 24.5, "total_energy_ha": -838.04537, "e_lumo_ha": 0.0312, "total_charge": 0, "smiles": "CS.S"}


{"formula": "CH6S2", "method": "ωB97M-V/def2-TZVPD", "species": ["C", "H", "H", "H", "H", "S", "S", "H", "H"], "coordinates": [[-1.906, 2.601, 1.335], [-0.954, 3.003, 1.033], [-2.628, 3.407, 1.396], [-2.001, 2.044, 2.265], [-2.228, 1.907, 0.554], [0.007, -1.601, -0.658], [1.070, 0.139, -0.228], [1.054, -2.322, -1.059], [0.982, -0.034, 1.097]], "atomic_forces_ev_per_a": [[-1.098, -0.432, -0.408], [0.500, -0.077, 0.472], [-0.106, 0.188, -0.132], [0.741, 0.156, 0.139], [-0.030, 0.157, -0.074], [0.012, 0.430, -0.122], [-0.378, -0.387, 0.070], [0.163, -0.199, 0.005], [0.197, 0.165, 0.049]], "spin_multiplicity": 1, "de_lowest_kj_mol": 11.5, "total_energy_ha": -838.05030, "e_lumo_ha": 0.0110, "total_charge": 0, "smiles": "SS.C"}